(1)
C3H7ClO as an isolated structure. Source: the Open Molecules 2025 dataset; level of theory: the ωB97M-V functional and the def2-TZVPD basis.

Values from the calculation:
Energy above the lowest of the compared OMol25 structures with the same formula, charge and spin: 60.2 kcal/mol
HOMO energy: -10.31 eV
LUMO level: 0.843 eV
DFT total energy: -653.8227 a.u.
Orbital gap: 11.156 eV

Last column: natural (NBO) charge in e.
Atoms and positions in Å:
C  1.810588  0.495303  -0.076842  -0.0758
C  0.561051  -0.213758  0.611340  -0.4630
C  -0.723751  0.536987  0.070541  -0.4120
H  2.809346  -0.997177  -0.860893  0.4648
H  1.276788  0.705210  -1.236856  0.1552
H  2.303991  1.494883  0.453159  0.2127
H  0.707085  -0.352104  1.714664  0.2335
H  0.636497  -1.517237  0.295238  0.2110
H  -0.902238  1.601051  0.558950  0.2385
H  -0.604950  0.546055  -1.175531  0.2256
O  2.989946  -0.372676  -0.176046  -0.7242
Cl  -2.354907  -0.200616  -0.115918  -0.0662

Cartesian forces (eV/Å) of the 2 atoms listed first:
0.019 0.680 -1.654
0.559 -2.916 -0.432



(2)
C25H27GeNS4SbSiW as an isolated structure. Source: the Open Molecules 2025 dataset; level of theory: the ωB97M-V functional and the def2-TZVPD basis.

Values from the calculation:
Energy above the lowest of the compared OMol25 structures with the same formula, charge and spin: 20.2 kcal/mol
HOMO energy: -10.89 eV
Total charge: +1
LUMO level: -4.460 eV
DFT total energy: -5290.0222 a.u.
Orbital gap: 6.426 eV

Last column: natural (NBO) charge in e.
Atoms and positions in Å:
W  1.439755  -1.837371  0.331350  0.4102
S  3.864665  -5.744019  0.904019  -0.5529
Sb  4.331650  -3.632739  0.898152  1.0904
S  2.772402  -2.606255  -1.152281  -0.1140
S  2.171981  -2.472011  2.210128  -0.0889
C  -3.673812  -4.051626  1.872317  -1.1170
Si  -4.049636  -2.864458  0.484973  1.6217
C  -3.916951  -3.679233  -1.188514  -1.1172
C  -5.726011  -2.078028  0.698279  -1.1234
C  -2.767653  -1.452907  0.570366  -0.4823
C  -3.132842  -0.117052  0.741822  -0.0959
C  -2.191666  0.907067  0.757358  -0.2077
C  -0.858157  0.585759  0.654241  0.0745
N  -0.471259  -0.694140  0.544254  -0.5579
C  -1.402133  -1.663551  0.445021  0.1284
S  -0.562978  -3.161227  0.060068  0.0226
H  -4.424748  -4.843494  1.909828  0.2532
H  -3.678977  -3.542182  2.837870  0.2459
H  -2.699872  -4.527222  1.744826  0.2460
H  -4.770275  -4.343816  -1.341412  0.2532
H  -3.011006  -4.277793  -1.291878  0.2473
H  -3.929020  -2.938765  -1.990927  0.2439
H  -6.496096  -2.849938  0.639267  0.2576
H  -5.939647  -1.349363  -0.086607  0.2438
H  -5.834960  -1.585161  1.666402  0.2450
H  -4.181038  0.136607  0.846162  0.2320
H  -2.485434  1.942030  0.853791  0.2361
H  -0.085800  1.338532  0.676103  0.2436
C  4.541171  0.279087  0.938117  -1.0591
Ge  2.669601  0.546127  0.423447  1.2243
C  1.888608  1.729214  1.773554  -0.3873
C  1.679006  3.078583  1.489112  -0.2554
C  1.140389  3.928314  2.447853  -0.1897
C  0.802529  3.438935  3.700966  -0.2024
C  1.009483  2.098087  3.997533  -0.1904
C  1.547255  1.252220  3.038627  -0.2531
C  2.614077  1.463537  -1.310166  -0.4467
C  3.521147  2.479955  -1.479385  -0.1961
C  3.470599  3.348548  -2.592452  -0.2127
C  2.483205  3.207503  -3.520467  -0.1523
C  1.535099  2.160527  -3.409420  -0.0740
C  0.514300  1.989381  -4.378215  -0.1653
C  -0.371811  0.954419  -4.301190  -0.2063
C  -0.256373  0.012402  -3.256547  -0.1933
C  0.712439  0.176039  -2.312529  -0.1750
C  1.622093  1.259579  -2.317724  0.0160
H  4.962767  1.267945  1.123026  0.2474
H  5.123706  -0.213710  0.160272  0.2363
H  4.608954  -0.288673  1.866394  0.2331
H  1.926502  3.476458  0.511572  0.2244
H  0.985979  4.973757  2.213762  0.2236
H  0.381680  4.100342  4.446663  0.2257
H  0.752157  1.712323  4.975412  0.2222
H  1.697187  0.206495  3.286955  0.2052
H  4.290692  2.654222  -0.734892  0.2125
H  4.206453  4.135722  -2.688118  0.2274
H  2.414719  3.885384  -4.362325  0.2223
H  0.456423  2.698538  -5.194801  0.2231
H  -1.143036  0.836882  -5.050195  0.2271
H  -0.915518  -0.845879  -3.219195  0.2221
H  0.838059  -0.599896  -1.560623  0.1281

Cartesian forces (eV/Å) of the 2 atoms listed first:
-1.405 -0.509 0.250
-0.015 -0.045 0.003



Question: Which of these has the lowest LUMO level?
Answer: C25H27GeNS4SbSiW